# 1
CHNO3S2 | ωB97M-V/def2-TZVPD

## Properties
total charge: -2
energy: -1115.41998 hartree
energy relative to the best compared isomer or geometry (same formula, charge and spin): 67.3 kcal per mole
Kohn-Sham gap (alpha / beta): 4.96 / 5.01 eV

Atoms and positions in Å:
C -1.506 0.540 0.275
N -0.871 -0.549 0.073
O 1.346 -1.603 0.907
O -1.325 1.694 -0.071
O 1.094 -1.422 -1.539
S 2.951 1.831 -0.279
S 0.905 -0.830 -0.225
H -2.595 0.338 0.858

Forces on atoms 1 to 6 (eV/Å):
C -2.2 0.6 0.4
N 2.5 -3.4 0.2
O 0.1 -1.0 0.8
O 0.2 1.6 0.0
O -0.4 -0.6 -0.3
S -0.7 -1.0 0.0

natural (NBO) charges, unit e, in atom order: 0.497 -0.879 -0.996 -0.734 -0.998 -0.775 1.908 -0.024



# 2
C9H6INO2S | ωB97M-V/def2-TZVPD

## Properties
multiplicity: 3
total charge: 0
energy: -1247.50843 hartree
Kohn-Sham gap (alpha / beta): 6.76 / 5.59 eV
expectation value of S²: 2.019

Atoms and positions in Å:
C 0.733 -3.242 -1.184
C 0.379 -2.196 -0.210
C 1.661 -2.720 -2.028
C 0.898 -0.980 -0.413
C -1.496 3.068 0.390
C -2.180 2.241 1.195
C -0.367 2.309 -0.155
C -1.473 0.973 1.256
C 0.936 0.195 0.416
N -0.407 1.066 0.376
O 0.460 2.743 -0.893
O -1.810 0.026 1.994
S 1.986 -1.045 -1.828
I 1.508 -0.150 2.439
H 0.680 -4.264 -0.985
H -0.362 -2.474 0.493
H 2.114 -3.099 -2.902
H -1.756 4.168 0.153
H -3.010 2.321 1.851
H 1.504 1.058 0.037

Forces on atoms 1 to 6 (eV/Å):
C 1.6 3.2 1.1
C -0.8 -2.2 -1.3
C -0.4 1.0 -0.4
C 1.7 -0.6 -1.7
C -0.1 2.1 -1.2
C -0.1 -2.0 1.4

natural (NBO) charges, unit e, in atom order: -0.262 -0.199 -0.367 -0.276 -0.302 -0.296 0.569 0.429 -0.189 -0.428 -0.585 -0.162 0.441 0.177 0.229 0.227 0.231 0.247 0.232 0.285



# 3
C4H13N4 | ωB97M-V/def2-TZVPD

## Properties
total charge: +1
energy: -378.86335 hartree
energy relative to the best compared isomer or geometry (same formula, charge and spin): 108.2 kcal per mole
Kohn-Sham gap (alpha / beta): 7.23 / 8.63 eV

Atoms and positions in Å:
C 2.114 1.264 -0.294
C 0.930 2.002 0.140
C 2.272 -0.085 0.456
C -0.050 -0.566 0.196
N 1.177 -0.990 0.160
N -3.521 0.144 -0.004
N -1.189 -1.164 0.215
N 1.587 -2.294 -0.198
H 2.114 1.106 -1.373
H 3.017 1.826 -0.026
H 0.792 2.236 1.179
H 0.241 2.415 -0.571
H 3.201 -0.575 0.163
H 2.305 0.117 1.528
H -4.134 -0.233 0.710
H -3.938 -0.060 -0.906
H -2.088 -0.588 0.127
H -1.297 -2.156 0.420
H -3.510 1.151 0.112
H 2.209 -2.272 -1.003
H 0.785 -2.876 -0.415

Forces on atoms 1 to 6 (eV/Å):
C 0.3 -0.4 0.0
C -0.8 -1.9 0.1
C 0.4 0.6 0.0
C 1.0 1.9 0.1
N -0.3 0.0 -0.6
N -0.2 0.1 0.0

natural (NBO) charges, unit e, in atom order: -0.518 -0.137 -0.186 0.483 -0.271 -1.059 -0.810 -0.629 0.233 0.267 0.200 0.208 0.232 0.219 0.390 0.391 0.453 0.396 0.391 0.377 0.370



# 4
CH2Cl2O2P2 | ωB97M-V/def2-TZVPD

## Properties
total charge: 0
energy: -1792.82657 hartree
energy relative to the best compared isomer or geometry (same formula, charge and spin): 84.3 kcal per mole
Kohn-Sham gap (alpha / beta): 7.87 / 5.86 eV

Atoms and positions in Å:
C -1.833 0.137 0.577
O 2.925 0.533 -0.225
O -0.089 1.655 -0.706
P -1.537 1.477 -0.344
P 1.686 -0.229 -0.362
Cl 1.551 -1.697 -1.761
Cl 1.321 -1.102 1.398
H -2.745 -0.078 0.948
H -1.278 -0.696 0.477

Forces on atoms 1 to 6 (eV/Å):
C 0.5 2.3 -0.6
O 0.1 -0.1 -0.7
O 1.1 -0.4 -0.3
P -0.4 0.3 0.2
P -0.1 1.1 0.1
Cl 0.1 0.1 0.1

natural (NBO) charges, unit e, in atom order: -0.893 -0.977 -0.929 1.287 1.563 -0.238 -0.246 0.220 0.214



# 5
C33H65Br18N2O2 | ωB97M-V/def2-TZVPD

## Properties
multiplicity: 2
total charge: 0
energy: -47888.34347 hartree
Kohn-Sham gap (alpha / beta): 8.76 / 9.50 eV
expectation value of S²: 0.755

Atoms and positions in Å:
C 2.599 -1.754 -0.073
C 2.277 -0.158 -0.360
O 2.286 0.659 0.703
N 2.026 0.259 -1.792
C 1.790 1.763 -1.918
C 0.340 2.257 -1.315
C -0.676 2.834 -2.491
C -2.218 3.071 -1.924
C -2.909 1.717 -1.308
C -4.440 1.970 -0.710
C -4.941 0.582 0.007
C -4.137 0.397 1.429
C -6.536 0.858 0.435
N -4.966 -0.635 -0.881
O -6.069 -0.700 -1.648
C -3.690 -0.859 -1.650
C -4.093 -1.892 -2.903
C -2.508 -1.656 -0.810
C -3.046 0.467 -2.364
H 2.302 -2.354 -1.051
H 2.013 -2.201 0.842
H 3.779 -1.839 0.035
H 2.909 0.036 -2.341
H 1.780 2.021 -3.080
H 2.691 2.404 -1.474
H 0.569 3.135 -0.555
H -0.098 1.354 -0.710
H -0.266 3.903 -2.825
H -0.659 2.064 -3.385
H -2.880 3.451 -2.824
H -2.175 3.941 -1.111
H -2.256 1.362 -0.404
H -5.126 2.105 -1.677
H -4.535 2.932 -0.051
H -3.572 -0.620 1.548
H -3.422 1.330 1.639
H -4.931 0.431 2.321
H -7.106 -0.131 0.698
H -6.477 1.630 1.336
H -7.099 1.416 -0.440
H -3.126 -2.327 -3.403
H -4.740 -2.787 -2.485
H -4.667 -1.300 -3.766
H -1.866 -0.967 -0.116
H -1.806 -2.266 -1.542
H -3.059 -2.486 -0.152
H -2.027 0.231 -2.938
H -3.787 0.839 -3.222
Br -0.949 3.340 2.130
C 0.978 3.626 2.228
C 1.472 3.540 3.653
Br 1.046 5.164 4.646
H 1.183 4.590 1.755
H 1.414 2.827 1.621
H 2.563 3.469 3.680
H 1.044 2.703 4.212
Br 7.684 -0.070 0.938
C 6.843 1.500 1.733
C 5.447 1.704 1.194
Br 5.488 2.469 -0.600
H 7.509 2.347 1.547
H 6.816 1.293 2.807
H 4.902 2.434 1.801
H 4.864 0.781 1.134
Br 2.447 -4.824 1.271
C 3.381 -4.835 2.984
C 3.010 -3.631 3.817
Br 3.916 -2.025 3.180
H 4.451 -4.898 2.764
H 3.061 -5.758 3.476
H 3.348 -3.757 4.849
H 1.938 -3.414 3.814
Br -6.327 -4.445 -0.058
C -7.605 -4.652 -1.517
C -8.199 -3.322 -1.916
Br -9.552 -2.741 -0.636
H -8.351 -5.380 -1.188
H -7.026 -5.078 -2.342
H -8.728 -3.406 -2.870
H -7.460 -2.519 -1.986
Br -5.309 4.708 -2.865
C -6.355 5.663 -1.523
C -7.736 5.067 -1.382
Br -8.891 5.605 -2.859
H -6.364 6.716 -1.816
H -5.791 5.553 -0.593
H -8.230 5.448 -0.483
H -7.738 3.974 -1.357
Br 10.760 2.405 4.167
C 10.682 0.696 5.104
C 9.603 -0.193 4.532
Br 7.834 0.370 5.133
H 10.544 0.919 6.166
H 11.669 0.247 4.958
H 9.713 -1.218 4.897
H 9.581 -0.201 3.439
Br -5.740 -5.770 -5.683
C -5.818 -7.479 -4.746
C -6.897 -8.368 -5.318
Br -8.666 -7.805 -4.717
H -5.956 -7.256 -3.684
H -4.831 -7.928 -4.892
H -6.787 -9.393 -4.953
H -6.919 -8.376 -6.411
Br 0.577 -2.443 -2.787
C 0.348 -4.239 -3.513
C 1.664 -4.810 -3.986
Br 2.193 -4.040 -5.698
H -0.405 -4.170 -4.303
H -0.054 -4.831 -2.685
H 1.574 -5.884 -4.173
H 2.489 -4.636 -3.289
Br 12.640 8.058 7.241
C 12.025 6.986 5.732
C 12.003 5.516 6.079
Br 13.801 4.759 6.056
H 12.675 7.223 4.886
H 11.014 7.347 5.521
H 11.447 4.950 5.326
H 11.582 5.308 7.066

Forces on atoms 1 to 6 (eV/Å):
C 0.2 0.6 -1.7
C 0.6 1.9 3.8
O -0.5 -3.9 -6.2
N 1.6 1.0 2.8
C -0.1 1.6 -1.0
C 0.6 0.3 0.1

Mulliken population analysis, charges in e, atoms 1 to 99: -0.041 0.149 -0.489 -0.096 -0.463 0.606 -0.895 -0.574 1.301 -1.019 1.099 -1.099 -1.241 0.755 -0.602 0.970 -1.006 -0.539 -0.903 -0.212 0.054 0.265 0.320 0.407 -0.011 -0.263 -0.038 0.341 0.336 -0.080 0.238 -0.329 0.187 0.106 0.223 0.051 0.424 0.329 0.426 0.121 0.219 0.165 0.278 0.149 -0.353 0.262 0.004 0.297 -0.112 0.070 -0.544 -0.181 0.460 -0.311 0.287 0.408 -0.179 -0.193 -0.173 -0.165 0.439 0.023 0.238 -0.044 -0.124 -0.537 -0.672 -0.060 0.354 0.343 0.358 0.371 -0.143 -0.305 -0.143 -0.156 0.443 0.001 0.373 -0.034 -0.060 -0.631 -0.359 -0.137 0.420 0.335 0.375 0.124 -0.120 -0.592 -0.488 -0.139 0.391 0.358 0.357 0.258 -0.119 -0.568 -0.563